[1]
This record from the OMol25 dataset describes a structure of composition C19H45I2NOP3Pd in a non-equilibrium geometry. The level of theory is ωB97M-V with the def2-TZVPD basis set.

The energy above the lowest of the compared OMol25 structures with the same formula, charge and spin comes out at 1.4512 eV. Its expectation value of S² is 6.04. As for the net charge: +3. As for the HOMO-LUMO gap (spin up / spin down): 8.4 / 4.9 eV. For the total energy, the calculation gives -71487.6469 eV. As for the spin multiplicity: 5.

```
72
Properties=species:S:1:pos:R:3:mulliken_spin:R:1
I -2.83 0.55 -0.89 0.552
I 0.45 0.91 -1.94 1.044
Pd -1.01 0.72 -5.55 1.019
P -1.00 -1.13 -4.12 0.177
C -1.30 -2.02 -2.51 0.072
C -2.21 -2.12 -5.06 0.016
H -1.98 -3.19 -4.97 0.010
H 0.39 -3.10 -4.35 0.009
H -2.23 -1.83 -6.12 0.008
H 0.83 -1.84 -5.55 0.001
H -2.36 -2.05 -2.22 0.000
H -3.20 -1.94 -4.62 0.001
C 0.54 -2.03 -4.52 0.024
H -0.96 -3.08 -2.67 0.019
H 1.31 -1.67 -3.83 0.000
H -0.68 -1.59 -1.69 -0.002
P -1.02 2.82 -4.20 0.249
C -1.18 3.69 -2.54 0.026
C 0.37 3.88 -4.75 0.035
H -2.45 3.63 -5.99 0.005
H -2.30 4.84 -4.66 0.009
H -3.32 3.37 -4.44 0.003
C -2.41 3.77 -4.90 0.043
H 0.59 3.69 -5.80 0.001
H 0.15 4.95 -4.59 0.009
H -1.46 4.74 -2.71 0.008
H -0.21 3.66 -2.03 0.006
H 1.24 3.59 -4.15 0.002
H -1.93 3.18 -1.91 0.000
C -1.33 0.85 0.69 -0.032
O -1.47 2.03 1.01 0.512
C 0.41 -3.33 1.69 0.001
C -0.15 -2.26 2.66 -0.001
C -1.69 -2.35 2.54 0.001
C 0.27 -2.64 4.09 0.000
P 0.49 -0.49 2.27 -0.004
N -0.52 -0.13 0.98 0.064
C 0.16 0.82 3.57 0.001
C 1.04 0.64 4.82 0.006
C 0.44 2.28 3.10 0.022
C -1.34 0.69 3.96 -0.003
C 2.28 -0.48 1.71 0.008
C 2.75 0.97 1.51 0.005
C 3.18 -1.17 2.77 0.002
C 2.49 -1.21 0.37 0.020
H -0.07 -4.28 1.98 0.000
H 1.49 -3.50 1.77 0.000
H 0.14 -3.10 0.65 -0.001
H -2.20 -1.48 2.94 0.001
H -2.01 -2.50 1.49 -0.001
H -2.03 -3.25 3.09 0.000
H 1.35 -2.62 4.24 0.000
H -0.22 -2.01 4.84 0.000
H -0.06 -3.68 4.25 0.000
H 0.82 -0.25 5.45 0.001
H 2.10 0.65 4.60 0.000
H 0.84 1.51 5.47 0.000
H -0.07 2.52 2.16 0.030
H 0.03 2.93 3.88 0.005
H 1.50 2.51 3.01 -0.004
H -2.01 0.67 3.09 -0.005
H -1.55 -0.18 4.60 -0.001
H -1.59 1.61 4.53 0.001
H 2.93 1.46 2.48 0.000
H 3.71 0.94 0.97 -0.001
H 2.03 1.53 0.90 0.007
H 2.93 -2.23 2.92 0.000
H 4.22 -1.13 2.39 0.000
H 3.17 -0.65 3.74 0.000
H 2.41 -2.30 0.45 0.003
H 1.79 -0.82 -0.39 0.016
H 3.50 -0.97 0.02 -0.002
```

=====

[2]
This record from the OMol25 dataset describes an isolated molecule of C5H9N in a non-equilibrium geometry. The level of theory is ωB97M-V with the def2-TZVPD basis set.

The energy above the lowest of the compared OMol25 structures with the same formula, charge and spin comes out at 0.3052 eV. As for the net charge: 0. As for the HOMO-LUMO gap: 12.3 eV. For the total energy, the calculation gives -6820.6897 eV.

```
15
Properties=species:S:1:pos:R:3:nbo_charge:R:1
C -0.49 -1.16 -0.81 -0.620
C 0.53 -0.24 -0.11 -0.205
C 0.90 0.98 -0.95 -0.604
C 0.03 0.22 1.30 -0.513
C -1.41 0.21 1.54 0.285
N -2.54 0.23 1.82 -0.333
H -0.26 -2.22 -0.68 0.217
H -0.55 -0.95 -1.88 0.215
H -1.50 -0.99 -0.40 0.223
H 1.45 -0.81 0.08 0.205
H 0.01 1.54 -1.25 0.209
H 1.44 0.69 -1.86 0.216
H 1.55 1.66 -0.38 0.205
H 0.36 1.25 1.49 0.248
H 0.47 -0.40 2.10 0.252
```

=====

[3]
This record from the OMol25 dataset describes a cluster of 2 separate species, C5H14 in total in a non-equilibrium geometry. The level of theory is ωB97M-V with the def2-TZVPD basis set.

The energy above the lowest of the compared OMol25 structures with the same formula, charge and spin comes out at 0.6570 eV. As for the net charge: 0. As for the HOMO-LUMO gap: 12.4 eV. For the total energy, the calculation gives -5411.3926 eV.

```
19
Properties=species:S:1:pos:R:3:nbo_charge:R:1
C -0.99 1.37 -0.70 -0.607
C -1.25 0.76 0.70 -0.411
C -1.03 1.91 1.69 -0.606
H -1.09 0.72 -1.57 0.206
H -1.71 2.19 -0.89 0.199
H 0.05 1.71 -0.72 0.197
H -0.43 0.04 0.82 0.209
H -2.31 0.56 0.81 0.206
H 0.06 2.02 1.74 0.195
H -1.27 1.58 2.71 0.204
H -1.46 2.88 1.46 0.207
C 0.83 -2.20 -1.16 -0.611
C 2.05 -1.74 -0.38 -0.611
H -0.12 -1.84 -0.79 0.209
H 1.04 -1.87 -2.19 0.201
H 0.67 -3.28 -1.26 0.203
H 3.05 -2.01 -0.69 0.212
H 1.94 -2.13 0.65 0.197
H 1.97 -0.66 -0.25 0.201
```

=====

[4]
This record from the OMol25 dataset describes an isolated molecule of C19H24N4O2. The level of theory is ωB97M-V with the def2-TZVPD basis set.

The energy above the lowest of the compared OMol25 structures with the same formula, charge and spin comes out at 0.8472 eV. As for the net charge: 0. As for the HOMO-LUMO gap: 9.0 eV. For the total energy, the calculation gives -30148.5872 eV.

```
49
Properties=species:S:1:pos:R:3:nbo_charge:R:1
C -8.12 -2.99 0.21 -0.600
C -6.90 -2.20 -0.27 -0.396
C -7.11 -0.70 -0.10 -0.409
C -5.89 0.10 -0.55 -0.062
O -4.83 -0.19 0.35 -0.517
C -3.63 0.40 0.17 0.393
C -2.64 0.09 1.11 -0.282
C -1.38 0.63 1.02 -0.174
C -1.07 1.51 -0.02 -0.167
C 0.26 2.18 -0.09 0.677
O 0.37 3.39 0.02 -0.621
N 1.34 1.39 -0.28 -0.440
C 1.34 -0.04 -0.50 -0.227
C 2.16 -0.73 0.60 -0.230
N 3.48 -0.15 0.65 -0.405
C 4.56 -0.82 0.20 0.570
N 5.72 -0.16 0.13 -0.518
C 6.78 -0.84 -0.25 0.110
C 6.73 -2.19 -0.58 -0.378
C 5.48 -2.78 -0.49 0.109
N 4.40 -2.12 -0.11 -0.521
C 3.50 1.28 0.84 -0.230
C 2.68 1.96 -0.26 -0.237
C -2.05 1.84 -0.94 -0.145
C -3.32 1.29 -0.86 -0.329
H -7.95 -4.06 0.09 0.210
H -8.31 -2.79 1.27 0.202
H -9.00 -2.71 -0.35 0.199
H -6.02 -2.50 0.30 0.208
H -6.71 -2.43 -1.32 0.192
H -7.31 -0.47 0.94 0.208
H -7.97 -0.37 -0.70 0.205
H -5.60 -0.18 -1.57 0.171
H -6.11 1.17 -0.52 0.178
H -2.90 -0.59 1.91 0.224
H -0.64 0.39 1.77 0.213
H 0.31 -0.42 -0.51 0.233
H 1.80 -0.25 -1.47 0.194
H 2.26 -1.79 0.40 0.254
H 1.68 -0.57 1.57 0.189
H 7.71 -0.28 -0.30 0.194
H 7.60 -2.73 -0.90 0.224
H 5.32 -3.82 -0.73 0.193
H 4.54 1.62 0.81 0.253
H 3.06 1.51 1.81 0.195
H 2.58 3.03 -0.08 0.253
H 3.16 1.79 -1.24 0.192
H -1.82 2.54 -1.72 0.224
H -4.05 1.56 -1.60 0.222
```

=====

[5]
This record from the OMol25 dataset describes a structure of composition C25H46CrF3N4O3S4Si in a non-equilibrium geometry. The level of theory is ωB97M-V with the def2-TZVPD basis set.

The energy above the lowest of the compared OMol25 structures with the same formula, charge and spin comes out at 0.0000 eV. Its expectation value of S² is 0.79. As for the net charge: 0. As for the HOMO-LUMO gap (spin up / spin down): 5.0 / 5.6 eV. For the total energy, the calculation gives -126572.9332 eV. As for the spin multiplicity: 2.

```
87
Properties=species:S:1:pos:R:3:mulliken_spin:R:1
Cr -0.10 -0.10 -0.28 1.155
C 1.19 2.08 1.38 0.007
C 0.99 0.84 2.25 -0.010
N -0.26 0.18 1.83 -0.022
C -1.48 0.89 2.27 0.004
C -2.49 0.97 1.14 -0.019
N -1.81 1.31 -0.13 -0.004
C -1.38 2.73 -0.19 0.005
C 0.06 2.81 -0.68 0.007
N 0.85 1.76 -0.03 0.000
H 0.56 2.90 1.72 0.000
H 2.23 2.39 1.45 -0.001
H 1.81 0.14 2.08 0.003
H 0.98 1.11 3.31 0.002
H -0.27 -0.78 2.17 0.013
H -1.95 0.39 3.12 -0.002
H -1.20 1.89 2.61 -0.001
H -2.96 0.00 1.01 0.007
H -3.27 1.70 1.38 0.001
H -2.45 1.11 -0.89 -0.004
H -2.03 3.32 -0.84 0.000
H -1.46 3.15 0.81 -0.001
H 0.07 2.64 -1.76 0.000
H 0.46 3.81 -0.49 -0.001
H 1.79 1.60 -0.50 -0.006
S 4.64 -1.79 0.25 -0.024
C 3.40 -0.78 -0.23 0.011
S 3.71 0.69 -1.03 -0.003
S 1.80 -1.47 0.02 -0.107
C -4.85 -3.86 2.76 0.001
C -4.82 -2.36 2.46 -0.002
C -6.23 -1.78 2.57 0.000
C -3.87 -1.66 3.43 0.000
O -4.38 -2.08 1.12 0.014
Si -3.50 -2.79 -0.04 0.002
S -1.54 -1.96 0.00 -0.016
O -4.29 -2.60 -1.45 0.005
C -4.84 -1.51 -2.17 0.001
C -5.47 -0.48 -1.23 0.000
C -5.91 -2.09 -3.09 0.000
C -3.73 -0.86 -2.99 0.000
O -3.40 -4.39 0.20 -0.011
C -2.57 -5.45 -0.31 0.000
C -2.22 -5.21 -1.78 0.004
C -3.40 -6.72 -0.17 0.000
C -1.30 -5.54 0.53 0.002
H -5.28 -4.03 3.74 0.000
H -3.84 -4.26 2.74 0.000
H -5.43 -4.39 2.01 0.000
H -6.58 -1.84 3.60 0.000
H -6.91 -2.33 1.92 0.000
H -6.22 -0.73 2.26 0.000
H -4.13 -1.90 4.46 0.000
H -3.94 -0.58 3.29 0.000
H -2.85 -1.99 3.22 0.001
H -6.25 -0.95 -0.63 0.000
H -5.89 0.35 -1.80 0.000
H -4.71 -0.10 -0.54 0.000
H -6.71 -2.54 -2.51 0.000
H -5.47 -2.86 -3.73 0.000
H -6.33 -1.30 -3.72 0.000
H -2.93 -0.53 -2.33 0.007
H -4.11 0.00 -3.56 0.000
H -3.32 -1.59 -3.69 -0.001
H -3.13 -5.05 -2.36 0.000
H -1.68 -6.06 -2.18 0.000
H -1.59 -4.32 -1.86 -0.001
H -4.31 -6.65 -0.77 0.000
H -3.68 -6.86 0.88 0.000
H -2.83 -7.59 -0.49 0.000
H -0.74 -4.62 0.45 -0.001
H -0.68 -6.37 0.18 0.000
H -1.56 -5.71 1.58 0.000
F -0.33 -1.32 -7.08 0.000
C 0.30 -0.27 -6.54 0.000
F -0.37 0.84 -6.92 0.000
F 1.52 -0.20 -7.09 0.000
C 0.36 -0.35 -5.05 -0.001
C -0.28 -1.34 -4.33 0.004
C -0.32 -1.26 -2.96 0.012
N 0.20 -0.23 -2.25 -0.021
C 0.96 0.63 -2.96 0.007
C 1.05 0.62 -4.33 0.002
H -0.75 -2.18 -4.83 0.000
H -0.80 -2.03 -2.37 -0.016
H 1.57 1.32 -2.40 -0.002
H 1.66 1.36 -4.83 0.000
```